24
Properties=species:S:1:pos:R:3:forces:R:3 method="wB97M-V/def2-TZVPD" largest_force_ev_per_a=4.9 homo_ha=-0.3663 lumo_energy_ev=0.835 smiles="CC(C)(C)C=O.CC(=O)O" energy_ev=-13627.88009 de_lowest_kcal_mol=30.04 homo_lumo_gap_ha=0.3970
C 1.760690 2.187368 1.289479 1.767 -0.429 -4.565
C 0.810893 1.269241 0.554289 -0.575 -0.178 0.355
C 0.565725 1.641975 -0.925759 -0.225 -0.670 0.793
C 1.484136 -0.128274 0.704392 -0.399 0.587 -1.873
C -0.571696 1.383189 1.245384 0.987 0.205 -0.864
O -1.277530 0.434163 1.472091 -0.298 0.514 0.495
H 1.727726 3.213783 1.168613 -1.310 2.332 0.425
H 1.983144 1.836874 2.207674 0.580 -0.759 3.303
H 2.695071 2.074308 0.670503 -0.322 -0.251 0.757
H 1.451089 2.082240 -1.345972 0.479 0.003 -0.384
H -0.226566 2.360185 -1.002026 -0.476 0.670 -0.122
H 0.222806 0.738707 -1.440983 0.322 0.394 -0.079
H 2.575130 0.042057 0.783953 -0.688 -0.545 0.137
H 1.031990 -0.567301 1.549452 0.054 -0.848 1.293
H 1.253603 -0.788308 -0.162556 0.255 0.526 0.610
H -0.873954 2.478212 1.457037 0.049 -1.292 -0.086
C -2.081895 -3.293752 -1.603266 -0.507 3.131 0.553
C -1.457354 -2.016226 -0.915511 0.202 0.305 -1.681
O -0.700708 -1.189018 -1.435172 -1.251 -2.023 0.816
O -1.983023 -1.881974 0.282602 -0.665 -1.587 0.129
H -1.567988 -4.180138 -1.437250 0.995 -1.495 0.634
H -3.127647 -3.354297 -1.327549 -0.027 -0.237 0.598
H -2.126834 -3.103555 -2.635133 0.397 0.221 -1.532
H -1.566810 -1.239460 0.845708 0.655 1.426 0.287

***

26
Properties=species:S:1:pos:R:3:forces:R:3 method="wB97M-V/def2-TZVPD" largest_force_ev_per_a=4.8 homo_ha="-0.5683 / -0.5680" charge=+2 s2=0.75 lumo_energy_ev="-10.581 / -10.670" energy_ev=-36353.00171 de_lowest_kcal_mol=0.00 homo_lumo_gap_ha="0.1794 / 0.1759" multiplicity=2
O 2.101109 -2.273979 0.332011 0.195 2.484 -0.308
C 2.585972 -1.340810 -0.310410 0.523 -3.998 -0.927
C 1.936219 -0.731833 -1.521473 0.278 0.989 0.247
O 0.568972 -0.968419 -1.529869 -0.420 0.129 0.652
C -0.177771 -0.095964 -2.341298 0.215 0.665 0.193
H 3.693286 -1.237035 -0.337161 -0.232 0.624 0.616
H 2.440635 -1.089060 -2.441004 -0.003 -0.215 0.425
H 2.219281 0.340727 -1.475095 -0.442 0.052 -0.190
H -1.225029 -0.176657 -2.023734 0.078 -0.618 -0.766
H 0.035349 0.960271 -2.099332 0.457 -0.061 -0.198
H 0.068505 -0.266405 -3.402198 -0.710 0.082 0.265
H 1.303186 0.330732 0.854429 -3.262 1.480 0.713
O -3.535507 0.160315 1.474491 0.433 2.587 0.897
C -2.700669 -0.841442 0.954841 1.282 -1.898 -0.806
C -1.311395 -0.601856 1.582502 -0.012 -2.067 -1.773
O -0.975856 0.769670 1.287093 -1.205 0.597 -0.411
C 0.388746 1.146468 1.331560 4.437 -1.868 0.268
C 0.614237 2.385464 0.630585 -0.431 1.254 -0.511
Sc -2.711415 1.848349 1.537261 -0.709 -2.405 -0.232
H -3.037965 -0.977145 -0.097141 1.665 1.515 -0.573
H -2.786046 -1.953486 0.950757 -1.288 0.159 2.380
H -0.550177 -1.247110 1.127144 -0.042 0.126 -0.192
H -1.248318 -0.804078 2.662346 -0.537 0.315 -0.199
H 0.709018 1.022724 2.377619 -0.086 0.790 -0.139
H 0.238758 2.493933 -0.385420 -0.176 -0.231 0.109
H 1.356868 3.146620 0.861487 -0.009 -0.488 0.457

***

29
Properties=species:S:1:pos:R:3:forces:R:3 method="wB97M-V/def2-TZVPD" largest_force_ev_per_a=0.9 homo_ha=-0.3850 lumo_energy_ev=0.520 smiles="O=C(O)[C@H](O)[C@H](O)[C@@H](O)[C@H](O)[C@H](O)CO" energy_ev=-23866.31547 homo_lumo_gap_ha=0.4041
O 0.075750 -3.425758 -1.955270 -0.046 -0.126 -0.259
C -0.254425 -2.268874 -1.973477 0.248 0.328 0.742
O -0.875276 -1.687028 -2.977712 -0.291 -0.015 -0.501
C 0.059270 -1.382601 -0.756092 -0.183 0.132 -0.500
O 0.530149 -2.195242 0.284860 -0.032 -0.147 0.181
C -1.202173 -0.573969 -0.362568 0.195 -0.441 0.610
O -1.496641 0.348590 -1.384624 -0.089 0.460 -0.230
C -1.089871 0.062105 1.038870 0.186 0.337 -0.414
O -1.197614 -0.930806 2.028956 -0.027 -0.369 0.310
C 0.194687 0.880950 1.310906 -0.194 -0.147 -0.472
O 0.243974 1.183648 2.684379 -0.153 0.191 0.277
C 0.259620 2.197747 0.505281 0.276 0.144 0.882
O 0.649169 1.932905 -0.829590 0.141 0.019 -0.281
C 1.263274 3.175641 1.133589 -0.715 0.091 -0.069
O 2.557729 2.623706 1.114598 0.379 -0.229 -0.039
H -1.206676 -0.791566 -2.720793 0.263 -0.239 0.134
H 0.846603 -0.672784 -1.063324 -0.203 -0.092 0.058
H 0.614844 -3.094155 -0.089892 -0.031 0.169 -0.026
H -2.061595 -1.256374 -0.314425 0.163 0.088 0.046
H -0.809259 1.042377 -1.381188 0.074 -0.145 -0.131
H -1.956004 0.721903 1.179252 0.109 -0.033 -0.072
H -0.551879 -1.624577 1.810804 -0.072 0.016 -0.033
H 1.068760 0.259947 1.048691 -0.111 0.139 -0.064
H -0.260274 0.487741 3.137095 0.156 0.031 -0.066
H -0.730685 2.663315 0.474213 0.045 0.000 0.026
H 1.618084 1.974564 -0.844186 -0.098 -0.130 -0.087
H 1.303651 4.079281 0.519881 -0.056 -0.053 0.067
H 0.944344 3.435261 2.145481 0.024 0.018 -0.105
H 2.617066 1.985796 1.834948 0.042 0.004 0.015